(1)
A 10-piece molecular cluster, C44H54F42N11O28S14 overall in a non-equilibrium geometry. Source: the OMol25 dataset; level of theory: the ωB97M-V functional and the def2-TZVPD basis.

The geometry in XYZ format:
```
193
Properties=species:S:1:pos:R:3:lowdin_spin:R:1
C -6.46 -3.04 2.88 0.000
C -5.59 -1.77 2.95 0.000
C -5.06 -1.70 4.36 0.000
N -3.87 -0.73 4.54 0.000
C -3.61 -0.66 6.07 0.000
C -4.61 0.21 6.89 0.000
C -4.90 1.47 6.11 0.000
C -5.38 1.27 4.67 0.000
C -4.22 0.62 3.86 0.000
C -2.53 -1.31 3.99 0.000
H -7.17 -3.02 3.71 0.000
H -5.95 -4.00 2.94 0.000
H -7.01 -3.08 1.94 0.000
H -6.04 -0.92 2.43 0.000
H -4.73 -2.05 2.34 0.000
H -4.76 -2.60 4.91 0.000
H -5.87 -1.25 4.93 0.000
H -3.45 -1.67 6.47 0.000
H -2.64 -0.18 6.20 0.000
H -5.52 -0.31 7.20 0.000
H -4.18 0.69 7.76 0.000
H -5.67 2.10 6.56 0.000
H -4.11 2.19 5.96 0.000
H -6.34 0.76 4.56 0.000
H -5.63 2.19 4.13 0.000
H -4.45 0.64 2.80 0.000
H -3.28 1.11 4.15 0.000
H -2.60 -2.37 4.24 0.000
H -1.69 -0.80 4.46 0.000
H -2.49 -1.12 2.92 0.000
C 0.75 -1.15 1.32 0.000
C 0.60 -0.81 -0.19 0.000
C 0.17 0.63 -0.36 0.000
N -0.26 0.94 -1.82 0.000
C -0.67 2.44 -1.89 0.000
C -0.65 3.01 -3.42 0.000
C 0.70 2.75 -4.11 0.000
C 1.00 1.21 -3.98 0.000
C 1.08 0.69 -2.57 0.000
C -1.43 0.10 -2.26 0.000
H 1.44 -0.48 1.82 0.000
H 1.29 -2.09 1.45 0.000
H -0.17 -1.17 1.91 0.000
H -0.22 -1.42 -0.57 0.000
H 1.59 -1.00 -0.61 0.000
H 1.02 1.26 -0.11 0.000
H -0.72 0.91 0.21 0.000
H 0.03 2.94 -1.22 0.000
H -1.62 2.52 -1.36 0.000
H -0.93 4.07 -3.35 0.000
H -1.32 2.44 -4.06 0.000
H 1.58 3.32 -3.81 0.000
H 0.62 3.09 -5.15 0.000
H 2.02 1.06 -4.35 0.000
H 0.26 0.79 -4.66 0.000
H 1.83 1.21 -1.98 0.000
H 1.46 -0.33 -2.56 0.000
H -1.59 0.37 -3.30 0.000
H -2.37 0.29 -1.75 0.000
H -1.26 -0.98 -2.29 0.000
C 4.16 0.99 5.70 0.003
N 4.92 0.39 4.60 0.047
C 6.24 0.12 4.84 0.004
C 6.95 -0.70 3.95 0.022
C 6.28 -1.35 2.94 0.048
C 4.97 -0.95 2.67 0.043
C 4.26 -0.12 3.54 0.019
C 6.87 -2.28 1.99 0.181
C 6.29 -3.52 1.71 0.058
C 6.75 -4.33 0.66 0.110
N 7.67 -3.84 -0.16 0.207
C 8.26 -2.62 0.03 0.177
C 7.91 -1.87 1.20 0.017
C 7.90 -4.47 -1.48 0.015
H 4.31 0.49 6.66 0.001
H 3.11 1.03 5.41 0.000
H 4.58 2.00 5.69 0.001
H 6.67 0.47 5.76 0.001
H 7.98 -1.00 4.04 0.001
H 4.38 -1.31 1.85 0.001
H 3.23 0.22 3.52 0.001
H 5.50 -3.79 2.39 0.001
H 6.28 -5.26 0.35 0.007
H 8.93 -2.30 -0.75 0.018
H 8.28 -0.87 1.40 -0.003
H 8.97 -4.49 -1.71 0.003
H 7.34 -4.16 -2.36 0.007
H 7.76 -5.55 -1.36 0.001
C 5.48 -6.37 4.99 0.000
F 6.76 -6.26 4.96 0.001
F 5.16 -6.76 3.82 0.001
F 5.11 -7.39 5.80 0.000
S 4.68 -4.62 5.50 0.000
O 4.27 -4.92 6.89 0.000
O 5.76 -3.67 5.40 0.000
N 3.31 -4.64 4.42 0.000
S 2.71 -3.24 4.58 0.000
O 3.14 -2.48 5.79 0.000
O 2.73 -2.51 3.31 0.002
C 0.85 -3.65 4.76 0.000
F 0.20 -2.45 4.69 0.000
F 0.37 -4.32 3.69 0.000
F 0.64 -4.16 5.95 0.000
C 2.81 -4.08 -0.45 0.000
F 3.15 -3.72 0.77 0.001
F 1.85 -3.24 -0.91 0.000
F 3.88 -3.88 -1.17 0.002
S 2.40 -6.02 -0.48 0.000
O 2.13 -6.38 -1.84 0.000
O 3.59 -6.64 0.03 0.000
N 1.09 -6.19 0.66 0.000
S -0.12 -5.92 -0.28 0.000
O -0.02 -4.90 -1.32 0.000
O -0.58 -7.18 -0.86 0.000
C -1.40 -5.22 1.04 0.000
F -1.02 -3.97 1.40 0.000
F -2.61 -5.28 0.48 0.000
F -1.52 -6.00 2.10 0.000
C -6.44 -0.78 -6.10 0.000
F -7.49 -1.54 -5.72 0.000
F -6.28 -1.02 -7.42 0.000
F -6.85 0.44 -5.93 0.000
S -4.82 -0.99 -5.08 0.000
O -4.00 -1.94 -5.83 0.000
O -4.29 0.37 -4.87 0.000
N -5.51 -1.51 -3.55 0.000
S -4.39 -2.31 -2.93 0.000
O -4.84 -3.70 -2.64 0.000
O -2.99 -2.15 -3.44 0.000
C -4.36 -1.57 -1.09 0.000
F -4.57 -0.27 -1.14 0.000
F -5.29 -2.17 -0.36 0.000
F -3.11 -1.75 -0.57 0.000
C 3.28 1.29 -7.75 0.000
F 4.32 0.58 -8.00 0.000
F 2.74 1.53 -8.91 0.000
F 2.46 0.61 -6.95 0.000
S 3.84 3.00 -6.92 0.000
O 4.17 2.63 -5.52 0.000
O 5.01 3.43 -7.74 0.000
N 2.42 3.94 -7.05 0.000
S 3.01 5.40 -7.03 0.000
O 3.98 5.58 -5.98 0.000
O 3.36 5.94 -8.36 0.000
C 1.62 6.44 -6.35 0.000
F 1.39 6.24 -5.08 0.000
F 1.92 7.75 -6.46 0.000
F 0.52 6.25 -7.04 0.000
C -6.77 4.78 4.34 0.000
F -7.31 4.15 3.28 0.000
F -7.41 6.02 4.44 0.000
F -6.88 4.23 5.50 0.000
S -4.90 5.07 3.94 0.000
O -4.70 6.38 4.63 0.000
O -4.13 3.97 4.55 0.000
N -4.86 5.20 2.22 0.000
S -3.58 4.41 1.88 0.000
O -2.34 4.82 2.57 0.000
O -3.83 2.98 1.89 0.000
C -3.21 4.93 0.07 0.000
F -1.98 4.84 -0.22 0.000
F -3.76 4.09 -0.82 0.000
F -3.72 6.18 -0.18 0.000
C 3.82 3.43 0.46 0.000
F 2.76 3.15 -0.23 0.000
F 4.56 2.27 0.59 0.001
F 4.59 4.45 -0.12 0.000
S 3.32 4.03 2.31 0.000
O 4.43 3.84 3.19 0.000
O 2.99 5.43 2.15 0.000
N 2.14 2.74 2.67 0.000
S 0.96 3.63 2.98 0.000
O 1.16 4.60 4.02 0.000
O 0.33 4.23 1.78 0.000
C -0.25 2.27 3.61 0.000
F 0.43 1.49 4.47 0.000
F -1.22 2.82 4.35 0.000
F -0.84 1.62 2.56 0.000
C -1.05 0.48 -10.86 0.000
F -0.79 1.46 -11.69 0.000
F -1.26 -0.61 -11.56 0.000
F -0.07 0.35 -10.02 0.000
S -2.62 0.95 -9.76 0.000
O -3.63 1.36 -10.69 0.000
O -2.91 -0.32 -9.11 0.000
N -2.09 2.37 -8.80 0.000
S -2.76 1.86 -7.46 0.000
O -4.16 1.49 -7.47 0.000
O -1.79 1.07 -6.76 0.000
C -2.85 3.60 -6.55 0.000
F -3.65 4.50 -7.08 0.000
F -3.31 3.36 -5.30 0.000
F -1.64 4.11 -6.65 0.000
```

Output
E_tot = -14186.52686 Eh
Spin multiplicity = 2
HOMO level (alpha / beta) = -0.438 / -1.733 eV
Net charge = -4
Frontier orbital gap (alpha / beta) = 0.187 / 0.235 Ha


(2)
C44H55BF37O22Sn as an isolated structure in a non-equilibrium geometry. Source: the OMol25 dataset; level of theory: the ωB97M-V functional and the def2-TZVPD basis.

The geometry in XYZ format:
```
160
Properties=species:S:1:pos:R:3:lowdin_charge:R:1
Sn 0.30 -0.45 -3.43 1.942
B 0.98 0.75 -0.39 -1.461
F 1.44 1.46 -1.48 0.083
F -0.42 0.77 -0.42 0.106
F 1.34 -0.61 -0.57 0.061
F 1.51 1.28 0.74 0.189
C 5.48 -2.58 -3.92 -0.046
C 4.69 -3.90 -3.98 -0.203
O 4.26 -4.19 -2.69 0.027
C 3.10 -3.64 -2.18 -0.266
O 2.44 -2.76 -2.77 0.012
C 2.83 -4.15 -0.73 -0.487
F 3.24 -5.40 -0.52 0.198
F 3.49 -3.35 0.14 0.165
F 1.48 -4.06 -0.49 0.137
H 4.84 -1.78 -3.55 0.036
H 5.78 -2.21 -4.90 0.085
H 6.30 -2.55 -3.19 0.094
H 5.45 -4.57 -4.38 0.130
H 3.87 -3.93 -4.70 0.127
C 0.84 -7.02 -4.02 -0.023
C 0.30 -5.70 -3.41 -0.179
O -1.09 -5.53 -3.72 0.050
C -1.67 -4.33 -3.83 -0.321
O -1.13 -3.21 -3.77 0.006
C -3.19 -4.48 -3.98 -0.522
F -3.73 -4.26 -2.75 0.166
F -3.79 -3.61 -4.80 0.168
F -3.42 -5.67 -4.50 0.198
H 0.31 -7.16 -4.96 0.084
H 0.49 -7.82 -3.37 0.085
H 1.92 -7.07 -4.12 0.082
H 0.84 -4.78 -3.67 0.101
H 0.38 -5.76 -2.33 0.119
C -4.40 -1.77 2.88 -0.050
C -5.83 -2.23 2.82 -0.184
O -5.69 -3.63 2.84 0.050
C -6.72 -4.30 3.16 -0.412
O -7.78 -3.85 3.57 0.159
C -6.60 -5.83 2.94 -0.451
F -7.31 -6.18 1.85 0.150
F -5.28 -6.22 2.80 0.122
F -7.13 -6.58 3.94 0.143
H -4.27 -1.01 3.65 0.053
H -4.06 -1.41 1.92 0.069
H -3.75 -2.60 3.18 0.086
H -6.37 -1.82 1.97 0.140
H -6.38 -1.91 3.71 0.132
C 1.65 -2.04 2.74 -0.026
C 0.12 -1.85 2.78 -0.211
O -0.58 -2.29 1.69 0.047
C -0.74 -3.52 1.36 -0.356
O -0.11 -4.46 1.91 0.102
C -1.88 -3.73 0.29 -0.530
F -1.53 -4.77 -0.43 0.183
F -3.07 -3.83 0.93 0.170
F -1.84 -2.69 -0.53 0.155
H 1.79 -3.12 2.73 0.073
H 2.12 -1.64 3.64 0.071
H 2.08 -1.62 1.84 0.065
H -0.09 -0.79 2.66 0.119
H -0.25 -2.24 3.72 0.135
C 7.63 5.40 -5.26 -0.051
C 6.85 6.46 -4.51 -0.215
O 6.00 6.04 -3.45 -0.008
C 4.73 5.50 -3.68 -0.254
O 4.20 5.16 -4.75 0.109
C 3.92 5.36 -2.29 -0.600
F 3.10 6.34 -2.15 0.217
F 3.19 4.23 -2.40 0.130
F 4.68 5.25 -1.23 0.205
H 6.99 4.57 -5.56 0.059
H 8.43 5.00 -4.63 0.079
H 8.17 5.81 -6.11 0.085
H 6.13 6.95 -5.17 0.125
H 7.52 7.17 -4.03 0.131
C -4.05 2.68 1.24 -0.054
C -4.46 2.32 2.64 -0.220
O -5.84 2.46 2.50 -0.011
C -6.65 2.24 3.56 -0.245
O -6.36 1.63 4.67 0.085
C -8.13 2.62 3.18 -0.522
F -9.06 2.00 3.92 0.155
F -8.31 3.94 3.20 0.183
F -8.45 2.09 1.97 0.141
H -4.42 3.67 1.01 0.089
H -4.41 1.95 0.52 0.076
H -2.97 2.72 1.06 0.071
H -4.20 3.11 3.35 0.141
H -4.13 1.33 2.95 0.115
C -5.74 0.20 -6.47 -0.078
C -4.92 -0.68 -5.63 -0.198
O -5.33 -0.68 -4.21 0.041
C -4.45 -0.63 -3.17 -0.291
O -3.23 -0.50 -3.38 0.048
C -5.07 -0.94 -1.83 -0.647
F -5.92 -0.02 -1.45 0.216
F -5.75 -2.04 -1.88 0.214
F -4.13 -1.20 -0.95 0.181
H -6.81 0.06 -6.34 0.091
H -5.42 0.13 -7.51 0.096
H -5.75 1.25 -6.20 0.085
H -3.87 -0.39 -5.66 0.113
H -4.98 -1.66 -6.09 0.122
C -1.20 0.36 5.33 -0.050
C -2.24 -0.59 5.96 -0.220
O -2.40 -0.31 7.33 0.018
C -1.80 -1.12 8.27 -0.289
O -1.11 -2.10 7.97 0.140
C -1.86 -0.74 9.74 -0.533
F -2.55 0.41 9.99 0.146
F -2.47 -1.74 10.38 0.169
F -0.63 -0.72 10.23 0.185
H -0.19 -0.03 5.45 0.072
H -1.30 1.35 5.76 0.083
H -1.26 0.60 4.27 0.060
H -1.98 -1.64 5.80 0.115
H -3.21 -0.46 5.49 0.105
C 5.02 -0.25 -0.51 -0.041
C 4.97 1.21 -0.93 -0.175
O 5.56 1.46 -2.20 0.035
C 5.01 1.17 -3.40 -0.311
O 3.95 0.59 -3.71 0.070
C 5.84 1.65 -4.63 -0.389
F 5.23 2.70 -5.28 0.136
F 7.09 2.09 -4.12 0.092
F 6.01 0.61 -5.52 0.131
H 6.04 -0.59 -0.35 0.088
H 4.43 -0.89 -1.17 0.063
H 4.74 -0.30 0.54 0.081
H 5.59 1.79 -0.24 0.136
H 3.95 1.60 -0.89 0.116
C 4.77 0.26 4.46 -0.053
C 3.88 1.50 4.50 -0.207
O 4.61 2.69 4.83 0.016
C 4.79 2.99 6.15 -0.354
O 4.55 2.28 7.08 0.186
C 5.32 4.41 6.30 -0.581
F 5.29 4.87 7.56 0.171
F 6.51 4.50 5.74 0.188
F 4.56 5.29 5.69 0.177
H 5.42 0.27 3.59 0.069
H 4.27 -0.69 4.62 0.071
H 5.53 0.31 5.25 0.079
H 3.02 1.27 5.13 0.120
H 3.43 1.74 3.53 0.119
C -1.28 5.88 -0.61 -0.040
C -1.00 4.49 -1.15 -0.223
O -0.77 4.69 -2.49 0.027
C -0.40 3.69 -3.31 -0.328
O -0.49 2.51 -3.07 0.058
C 0.07 4.30 -4.66 -0.517
F 0.72 5.44 -4.44 0.192
F 0.73 3.38 -5.39 0.151
F -1.04 4.52 -5.37 0.171
H -1.44 5.76 0.46 0.084
H -2.22 6.34 -0.93 0.081
H -0.57 6.64 -0.93 0.089
H -1.78 3.73 -1.09 0.130
H -0.07 4.14 -0.71 0.140
```

Output
E_tot = -7299.00933 Eh
Spin multiplicity = 1
HOMO level = -12.540 eV
Net charge = +1
Frontier orbital gap = 0.220 Ha


(3)
A 7-piece molecular cluster, C44H55FN8O3 overall. Source: the OMol25 dataset; level of theory: the ωB97M-V functional and the def2-TZVPD basis.

The geometry in XYZ format:
```
111
Properties=species:S:1:pos:R:3:lowdin_charge:R:1
C 1.32 0.05 3.48 0.010
C 1.18 -1.30 2.82 -0.504
O 2.01 -2.16 2.99 0.101
N 0.06 -1.56 1.97 -0.122
C -1.16 -0.84 2.34 -0.068
C 0.35 -1.44 0.52 -0.152
C 1.64 -0.72 0.16 -0.154
C 1.64 -0.31 -1.33 -0.165
C 1.67 1.23 -1.43 -0.135
C 0.44 1.82 -0.78 -0.148
C -0.79 1.44 -1.30 0.022
C -2.00 1.86 -0.74 -0.220
N -3.19 1.40 -1.36 0.106
C -1.96 2.70 0.37 -0.044
C -0.71 3.07 0.92 -0.043
C 0.50 2.67 0.33 -0.109
C 1.83 3.19 0.81 -0.134
C 2.43 4.20 -0.18 -0.147
C 1.62 5.47 -0.29 -0.195
F 1.81 6.25 0.86 -0.056
C -0.75 3.92 2.15 -0.320
O 0.05 3.87 3.05 0.120
C -1.90 4.86 2.24 0.033
C -3.05 4.56 1.66 0.008
C -3.21 3.27 0.95 -0.323
O -4.30 2.76 0.82 0.101
H 0.55 0.77 3.23 0.061
H 1.36 -0.08 4.57 0.092
H 2.29 0.45 3.18 0.092
H -1.32 -0.83 3.42 0.079
H -1.99 -1.33 1.84 0.091
H -1.14 0.20 1.99 0.077
H 0.32 -2.42 0.05 0.119
H -0.48 -0.86 0.10 0.101
H 1.73 0.18 0.77 0.093
H 2.48 -1.39 0.36 0.117
H 2.51 -0.71 -1.84 0.100
H 0.75 -0.70 -1.82 0.104
H 2.58 1.56 -0.92 0.102
H 1.72 1.55 -2.47 0.129
H -0.84 0.80 -2.17 0.120
H -3.26 0.40 -1.24 0.113
H -4.01 1.84 -0.98 0.076
H 2.51 2.35 0.96 0.111
H 1.75 3.68 1.76 0.101
H 3.42 4.48 0.19 0.125
H 2.57 3.79 -1.18 0.112
H 0.54 5.26 -0.37 0.102
H 1.91 6.05 -1.15 0.122
H -1.75 5.76 2.82 0.131
H -3.91 5.22 1.69 0.130
N -1.88 6.53 -0.92 0.009
C -1.16 7.64 -0.56 -0.148
C -0.78 8.28 -1.71 -0.107
C -1.30 7.54 -2.80 -0.107
C -1.97 6.47 -2.28 -0.138
H -2.27 5.87 -0.28 0.099
H -0.96 7.86 0.48 0.110
H -0.20 9.19 -1.76 0.092
H -1.20 7.77 -3.85 0.090
H -2.51 5.66 -2.77 0.104
N -1.65 -4.39 2.26 0.012
C -2.83 -4.56 2.93 -0.145
C -3.60 -5.45 2.23 -0.108
C -2.85 -5.84 1.08 -0.112
C -1.65 -5.17 1.13 -0.142
H -0.91 -3.78 2.54 0.121
H -3.02 -4.03 3.85 0.081
H -4.58 -5.79 2.50 0.089
H -3.15 -6.54 0.32 0.088
H -0.81 -5.18 0.47 0.102
N -2.75 -1.67 5.86 -0.003
C -2.55 -0.66 6.77 -0.143
C -3.78 -0.20 7.15 -0.110
C -4.76 -0.95 6.45 -0.108
C -4.10 -1.85 5.66 -0.143
H -2.03 -2.20 5.41 0.126
H -1.56 -0.37 7.06 0.104
H -3.96 0.60 7.86 0.090
H -5.83 -0.85 6.52 0.090
H -4.46 -2.61 4.99 0.094
N 2.82 -4.24 -3.66 0.015
C 3.57 -4.15 -4.80 -0.130
C 4.66 -3.37 -4.52 -0.104
C 4.57 -2.99 -3.16 -0.132
C 3.42 -3.54 -2.66 -0.165
H 1.96 -4.75 -3.58 0.146
H 3.26 -4.63 -5.71 0.108
H 5.45 -3.11 -5.22 0.093
H 5.26 -2.38 -2.60 0.097
H 2.98 -3.50 -1.67 0.111
N 5.52 -5.88 -1.58 0.013
C 6.49 -5.97 -0.63 -0.141
C 6.34 -7.17 0.02 -0.116
C 5.23 -7.83 -0.57 -0.116
C 4.75 -7.00 -1.56 -0.148
H 5.39 -5.10 -2.21 0.102
H 7.21 -5.18 -0.49 0.104
H 6.96 -7.53 0.83 0.087
H 4.83 -8.79 -0.30 0.087
H 3.92 -7.13 -2.24 0.099
N -2.95 0.99 -4.40 0.003
C -3.56 0.13 -5.26 -0.144
C -2.76 -0.02 -6.36 -0.116
C -1.62 0.79 -6.16 -0.114
C -1.76 1.41 -4.94 -0.158
H -3.30 1.28 -3.49 0.095
H -4.51 -0.31 -5.01 0.103
H -2.98 -0.64 -7.22 0.087
H -0.79 0.92 -6.83 0.087
H -1.13 2.10 -4.42 0.099
```

Output
E_tot = -2473.21782 Eh
Spin multiplicity = 1
SMILES = CC(=O)N(C)CCCCc1cc(N)c2c(c1CCCF)C(=O)C=CC2=O.c1cc[nH]c1.c1cc[nH]c1.c1cc[nH]c1.c1cc[nH]c1.c1cc[nH]c1.c1cc[nH]c1
HOMO level = -8.089 eV
Frontier orbital gap = 0.236 Ha